Run one
{
  "formula": "C2H9NS2",
  "method": "ωB97M-V with the def2-TZVPD basis set",
  "smiles": "CCN.SS",
  "multiplicity": 1,
  "orbital_gap_ev": 8.85,
  "charge": 0,
  "elements": ["C", "C", "N", "H", "H", "H", "H", "H", "H", "H", "S", "S", "H", "H"],
  "xyz": [[0.97, 2.48, 1.76], [0.02, 1.46, 2.61], [-0.26, 1.96, 3.99], [0.33, 3.29, 1.43], [1.32, 2.03, 0.81], [1.81, 3.14, 2.31], [0.50, 0.44, 2.51], [-1.00, 1.39, 2.08], [0.56, 2.41, 4.35], [-0.58, 1.20, 4.54], [-0.13, -1.76, -3.22], [-0.23, -1.37, -1.01], [0.20, -0.49, -3.40], [-1.42, -0.71, -1.16]],
  "mulliken_charge": [-0.902, -0.159, -0.565, 0.284, 0.265, 0.269, 0.201, 0.182, 0.219, 0.212, -0.204, -0.174, 0.180, 0.192]
}

Run two
{
  "formula": "C2H9NS2",
  "method": "ωB97M-V with the def2-TZVPD basis set",
  "smiles": "CNC.SS",
  "multiplicity": 1,
  "orbital_gap_ev": 8.81,
  "charge": 0,
  "elements": ["C", "N", "C", "H", "H", "H", "H", "H", "H", "H", "S", "S", "H", "H"],
  "xyz": [[-0.47, -1.23, 1.02], [-0.34, 0.23, 1.19], [-0.55, 0.63, 2.59], [-1.54, -1.44, 1.09], [0.04, -1.89, 1.73], [-0.14, -1.50, 0.01], [0.64, 0.41, 0.98], [0.24, 0.28, 3.26], [-0.58, 1.72, 2.60], [-1.49, 0.20, 2.95], [0.35, -0.06, -4.21], [1.79, 1.39, -4.50], [1.08, -0.82, -3.38], [0.97, 2.09, -5.31]],
  "mulliken_charge": [-0.782, -0.394, -0.764, 0.308, 0.293, 0.259, 0.230, 0.288, 0.274, 0.291, -0.141, -0.160, 0.141, 0.157]
}

Which structure is the least stable? The one labeled run one.